[1]
{
  "formula": "BrFHN",
  "method": "ωB97M-V/def2-TZVPD",
  "gap_ev": 10.151,
  "e_lumo_ha": -0.00045,
  "smiles": "FNBr",
  "e_above_lowest_kj_mol": 50.6,
  "spin_multiplicity": 1,
  "molar_mass_g_mol": 113.9,
  "species": ["N", "F", "Br", "H"],
  "xyz": [[-0.956, 0.583, -0.472], [-0.417, 1.839, -0.636], [-2.293, 0.518, 0.826], [-0.125, 0.016, 0.235]]
}

***

[2]
{
  "formula": "BrFHP",
  "method": "ωB97M-V/def2-TZVPD",
  "gap_ev": 8.849,
  "e_lumo_ha": -0.06957,
  "e_above_lowest_kj_mol": 252.2,
  "spin_multiplicity": 1,
  "molar_mass_g_mol": 130.9,
  "species": ["F", "P", "Br", "H"],
  "xyz": [[0.398, 1.441, 1.996], [0.936, 0.895, -0.165], [2.540, -0.383, 0.311], [0.121, -0.344, -0.487]]
}

***

[3]
{
  "formula": "BrFO3S",
  "method": "ωB97M-V/def2-TZVPD",
  "gap_ev": [5.183, 5.165],
  "e_lumo_ha": [-0.16392, -0.16427],
  "spin_multiplicity": 1,
  "molar_mass_g_mol": 179.0,
  "species": ["O", "O", "O", "F", "S", "Br"],
  "xyz": [[-1.037, -0.694, -1.219], [-0.371, -1.029, 1.162], [2.126, 0.908, -0.374], [-1.347, 1.142, 0.450], [-0.484, -0.208, -0.003], [3.373, -0.105, 0.040]]
}

***

[4]
{
  "formula": "BrH10LiO5",
  "method": "ωB97M-V/def2-TZVPD",
  "gap_ev": [9.368, 4.141],
  "e_lumo_ha": [-0.19237, -0.37213],
  "spin_multiplicity": 2,
  "charge": 1,
  "molar_mass_g_mol": 176.9,
  "species": ["Li", "Br", "O", "H", "H", "O", "H", "H", "O", "H", "H", "O", "H", "H", "O", "H", "H"],
  "xyz": [[-15.763, 9.077, 0.242], [-17.937, 9.335, -0.850], [-18.395, 7.163, -3.643], [-17.859, 7.638, -3.008], [-18.852, 7.849, -4.131], [-18.563, 11.776, -3.413], [-18.199, 11.134, -2.803], [-17.800, 12.249, -3.747], [-21.001, 9.841, 0.771], [-21.157, 10.742, 1.054], [-20.081, 9.828, 0.507], [-20.087, 6.500, -1.217], [-19.633, 7.061, -0.588], [-19.708, 5.632, -1.082], [-17.077, 12.772, 0.056], [-17.181, 12.056, -0.571], [-17.709, 13.433, -0.228]]
}

***

[5]
{
  "formula": "BrH10O5",
  "method": "ωB97M-V/def2-TZVPD",
  "gap_ev": 6.613,
  "e_lumo_ha": 0.09634,
  "e_above_lowest_kj_mol": 141.7,
  "spin_multiplicity": 1,
  "charge": -1,
  "molar_mass_g_mol": 170.0,
  "species": ["Br", "O", "H", "H", "O", "H", "H", "O", "H", "H", "O", "H", "H", "O", "H", "H"],
  "xyz": [[0.264, 0.553, 1.087], [4.527, 4.174, 2.101], [3.904, 3.448, 2.132], [4.437, 4.529, 1.216], [3.458, -4.238, 0.427], [2.735, -4.783, 0.117], [3.043, -3.416, 0.690], [-2.095, -3.120, -3.332], [-1.770, -2.783, -2.497], [-2.856, -2.574, -3.531], [-1.734, 1.917, -4.605], [-1.872, 1.663, -3.692], [-2.452, 1.499, -5.081], [-3.395, 0.749, 5.151], [-3.319, 1.649, 5.469], [-2.875, 0.734, 4.347]]
}

***

[6]
{
  "formula": "BrH14O7",
  "method": "ωB97M-V/def2-TZVPD",
  "gap_ev": 9.493,
  "e_lumo_ha": 0.11626,
  "e_above_lowest_kj_mol": 264.4,
  "spin_multiplicity": 1,
  "charge": -1,
  "molar_mass_g_mol": 206.0,
  "species": ["Br", "O", "H", "H", "O", "H", "H", "O", "H", "H", "O", "H", "H", "O", "H", "H", "O", "H", "H", "O", "H", "H"],
  "xyz": [[-25.181, 45.141, 36.514], [-23.846, 42.719, 34.524], [-24.292, 43.394, 34.903], [-23.415, 43.125, 33.733], [-21.693, 43.648, 36.663], [-22.148, 42.962, 37.149], [-22.442, 44.235, 36.257], [-24.116, 46.382, 39.680], [-24.544, 46.337, 38.929], [-24.376, 47.237, 39.783], [-26.326, 41.726, 37.826], [-25.538, 41.586, 38.135], [-25.939, 42.560, 37.378], [-25.201, 48.583, 36.820], [-25.424, 47.656, 36.553], [-25.959, 48.794, 37.428], [-28.554, 44.521, 37.134], [-28.496, 43.872, 37.700], [-27.533, 44.833, 36.961], [-27.415, 44.957, 33.705], [-28.392, 44.760, 33.852], [-26.989, 44.981, 34.589]]
}

***

Number 1: strongest force on any atom 5.373 eV/A. Number 2: strongest force on any atom 3.890 eV/A. Number 3: strongest force on any atom 3.014 eV/A. Number 4: strongest force on any atom 0.648 eV/A. Number 5: strongest force on any atom 0.433 eV/A. Number 6: strongest force on any atom 9.022 eV/A.